Below is a structure of composition C24H46Cl3GaN2O4Si at a distorted geometry, with properties calculated with ωB97M-V/def2-TZVPD.

As for the HOMO-LUMO gap: 8.43 eV. The value obtained for the energy relative to the best compared isomer or geometry (same formula, charge and spin) is 0.0 kcal/mol. The calculation puts the HOMO energy at -8.0992 eV. Its spin multiplicity is 1. As for the charge: 0. The calculation puts the LUMO energy at 0.01208 Ha.

Each line ends with the Mulliken charge.
CARTESIAN COORDINATES (ANGSTROEM)
H1 -1.34671 -3.44138 -4.39792  0.354
N1 0.60977 1.38738 4.32696  0.328
H2 -1.63128 -2.95033 3.16283  -0.172
H3 -1.35625 2.86752 -1.57868  0.390
H4 -1.35208 -4.44187 4.10108  0.300
H5 3.08105 1.70469 1.28066  0.108
C1 1.70581 1.08582 -3.65272  0.251
H6 -4.66289 -1.64502 4.80914  0.317
Cl1 -1.32816 -1.45098 1.09696  -0.650
O1 -1.15014 1.55613 -0.01242  -0.540
H7 1.29763 4.92148 0.71711  0.376
H8 3.80716 -1.47034 -2.88081  0.423
Si1 -3.74440 -3.85200 4.12298  0.517
H9 0.06601 0.72046 6.25965  0.324
H10 -0.25329 -3.20398 -5.77386  0.312
C2 -1.56566 1.86419 -1.16086  -0.210
C3 4.45265 2.06035 -0.31616  -1.231
C4 -0.82496 -2.67745 -4.99200  -1.512
H11 -1.03184 -3.51570 -2.49358  0.359
H12 0.69624 1.42886 -3.39962  0.333
C5 -0.20971 -2.98289 -2.00508  -1.335
H13 1.87934 -1.49608 -1.49219  0.622
O2 0.18526 1.27325 2.08650  -0.772
O3 2.00581 2.37169 -0.26212  0.310
H14 1.15702 3.33545 4.89231  0.328
Ga1 0.17978 0.06007 0.44815  0.767
H15 1.77886 1.18612 6.06856  0.319
C6 3.22564 2.44102 0.48803  -0.308
C7 3.45587 -0.55296 -3.36445  -0.323
C8 0.48682 0.71510 3.19501  0.448
C9 2.16165 -0.09911 -3.08243  -0.038
O4 0.47120 -0.01935 -1.42871  0.269
H16 2.15135 2.74804 -4.94682  0.397
H17 4.39819 1.01581 -0.64445  0.160
H18 -0.58431 -2.55721 -1.05859  -0.052
H19 5.32655 2.15110 0.34229  0.429
H20 4.58815 2.69275 -1.20493  0.318
C10 3.80167 1.33732 -4.84777  -0.528
C11 0.05658 -1.77698 -4.18908  0.062
H21 -5.28098 -5.08981 5.64869  0.263
H22 -1.58528 -2.08670 -5.52768  0.296
H23 5.24553 -0.24616 -4.53062  0.391
N2 -2.26501 1.06297 -1.96919  0.341
H24 3.33703 3.45149 0.92392  0.397
H25 -3.64709 -5.78694 5.69117  0.261
H26 0.49477 -0.94886 -4.75460  0.420
H27 0.37273 5.27418 -0.76756  0.433
H28 1.14463 3.26181 -1.86120  0.062
C12 -2.91930 -0.16725 -1.54965  -0.743
H29 -3.99416 -4.27984 6.56789  0.322
H30 0.67861 -0.36747 3.22658  0.194
H31 -4.63274 -1.80937 3.03433  0.207
C13 -4.21029 -4.84527 5.65073  -0.937
H32 4.43538 1.89605 -5.53751  0.381
H33 -1.74782 0.65326 -3.97496  0.121
C14 4.25782 0.14325 -4.27547  -0.690
H34 0.16297 3.20285 3.39852  0.170
Cl2 -4.13523 -5.00844 2.45281  -0.337
C15 0.34686 -1.91175 -2.88146  0.551
C16 0.92712 0.70015 5.57562  -0.914
H35 -1.60660 -2.89412 4.94373  0.261
H36 1.18190 -0.34132 5.35486  0.275
H37 2.57962 4.11941 -1.24918  0.394
C17 -2.35720 1.36661 -3.39118  -0.804
C18 2.52398 1.81296 -4.52509  -0.851
Cl3 2.13543 -0.86760 1.00287  -0.485
C19 -4.83559 -2.33752 3.97491  -0.844
H38 -2.43926 -1.02542 -2.04703  0.158
C20 0.75470 4.47844 -0.12159  -1.438
C21 -1.91022 -3.49538 4.07615  -0.379
H39 -3.40602 1.28821 -3.71892  0.344
H40 0.57018 -3.71813 -1.74539  0.310
H41 -0.58455 2.98814 5.01525  0.337
H42 -3.97101 -0.14023 -1.87103  0.444
H43 -2.84724 -0.29140 -0.46519  0.147
H44 -0.09423 3.91853 0.28301  0.128
C22 1.23879 -0.90527 -2.16582  -0.279
H45 -5.89426 -2.63146 3.98811  0.266
C23 0.31683 2.81997 4.40875  -0.864
H46 -1.98380 2.38680 -3.55731  0.307
C24 1.65864 3.57965 -0.94327  -0.060

---

Below is a structure of composition C24H46Cl8F12N2O14S4Zn at a distorted geometry, with properties calculated with ωB97M-V/def2-TZVPD.

As for the HOMO-LUMO gap: 2.81 eV. The value obtained for the energy relative to the best compared isomer or geometry (same formula, charge and spin) is 0.0 kcal/mol. The calculation puts the HOMO energy at -9.3465 eV. Its spin multiplicity is 1. As for the charge: 0. The calculation puts the LUMO energy at -0.24039 Ha.

Each line ends with the Mulliken charge.
CARTESIAN COORDINATES (ANGSTROEM)
Cl1 -0.74760 -7.93992 -4.29491  -0.196
Cl2 -3.98731 7.37643 -3.62287  -0.171
N1 -1.99896 -0.71028 0.45367  -0.247
H1 -3.45948 1.05321 6.16234  0.261
C1 7.80133 0.41867 0.63996  -0.706
H2 1.74829 -2.05497 4.27926  0.352
H3 5.79607 1.85165 1.35785  0.381
H4 8.82788 0.15632 0.89584  0.246
O1 -1.71682 -1.35833 -2.02801  -0.516
C2 6.73739 3.12672 -7.35901  -0.725
O2 6.98223 1.74966 -7.00995  -0.331
H5 5.87461 1.55993 -5.29307  0.361
F1 0.36849 0.88341 0.19976  -0.219
S1 0.45528 4.22296 4.61475  0.840
H6 0.44655 -7.29878 -7.03814  0.270
H7 -3.29654 -9.71062 8.43914  0.301
C3 6.20715 -0.37903 -6.12311  -0.564
O3 -4.17203 -1.31868 1.58572  -0.664
O4 1.22664 2.98962 4.50638  -0.658
C4 -3.14839 -3.47499 0.30747  0.678
H8 -4.32441 4.93481 -5.29691  0.272
H9 -1.85485 -7.03005 -6.17371  0.321
O5 7.21136 4.43851 -0.41786  -0.275
C5 -9.75022 -2.02376 -2.94566  -0.486
F2 -2.07709 -3.74764 -0.42938  -0.216
C6 -2.85839 -8.78186 8.07375  -0.431
H10 7.61422 6.13311 -1.45242  0.263
Zn1 -1.40502 0.57186 3.45758  1.478
H11 5.99317 3.24710 -8.14625  0.285
H12 6.53499 3.68449 -6.44466  0.318
H13 8.49410 6.07773 0.16055  0.294
H14 5.51236 -0.88603 -5.45354  0.384
O6 -1.19508 6.37118 4.09737  -0.538
H15 5.00052 1.38301 -6.68341  0.347
C7 -5.26199 6.86875 -4.75477  -0.460
F3 0.92436 -0.94546 -0.80059  -0.237
H16 -2.26201 -2.34439 6.60186  0.349
O7 -0.74032 5.25906 1.88783  -0.594
S2 -1.38465 5.20519 3.21880  0.964
N2 -1.09079 3.80713 3.87809  -0.255
C8 6.47756 2.37224 0.68505  -0.472
O8 -2.04278 -0.45594 6.03048  -0.277
S3 -3.56952 -1.55253 0.28530  0.867
C9 0.19682 4.43668 6.54365  0.674
H17 7.67517 0.25424 -0.43015  0.291
H18 0.55506 -2.49539 2.91067  0.320
H19 -3.60325 -8.96425 5.99248  0.296
O9 -0.28276 -1.70471 4.70887  -0.232
O10 7.74333 1.78555 0.91684  -0.303
C10 -1.55510 -1.52842 6.75202  -0.559
O11 -2.52548 0.90840 -1.37810  -0.581
C11 -2.65108 -8.96519 6.52303  -0.408
Cl3 -0.25327 -5.26192 -7.75733  -0.202
H20 5.23523 -1.97042 -8.80111  0.248
H21 -1.38808 -1.27924 7.79993  0.381
F4 -0.03096 3.23212 7.07470  -0.199
H22 -1.40774 -5.91690 -5.01112  0.289
O12 1.22190 5.40215 4.17238  -0.547
C12 -0.20676 -1.89764 6.12307  -0.661
C13 6.65166 3.91074 0.78296  -0.503
S4 -1.74718 -0.30084 -1.06494  0.949
Cl4 -1.36553 -8.60025 9.01935  -0.176
H23 -6.18458 6.58432 -4.24880  0.316
H24 1.02811 -6.00001 -5.92433  0.316
Cl5 -3.53663 6.53398 -6.74414  -0.174
H25 0.52377 -1.18427 6.50457  0.343
H26 4.17799 -1.44162 -7.42322  0.325
F5 -4.20730 -4.09213 -0.24371  -0.199
H27 7.36844 4.05001 1.59224  0.290
H28 -11.49550 -1.67416 -1.76580  0.281
C14 0.17214 -6.42289 -6.45025  -0.352
H29 -3.50446 -7.91897 8.23535  0.302
F6 1.26564 5.00823 7.00501  -0.181
H30 5.72589 4.37674 1.12042  0.397
C15 -0.99247 -6.75911 -5.56461  -0.446
F7 -0.86674 5.25840 6.83853  -0.227
C16 7.61097 5.79969 -0.41467  -0.776
H31 -10.25569 -2.38034 -0.77749  0.289
C17 -3.07500 0.21551 6.74417  -0.805
H32 6.25925 2.19327 -0.36776  0.284
F8 -2.86647 -3.84437 1.55756  -0.202
H33 4.74463 -0.29659 -8.64235  0.239
H34 6.82263 6.40518 0.03255  0.317
C18 5.01363 -1.18787 -8.07545  -0.684
O13 -4.42194 -1.31841 -0.88434  -0.534
H35 -5.52021 7.79144 -5.27444  0.295
C19 5.99139 1.14731 -6.29517  -0.370
C20 -10.70015 -2.41947 -1.77199  -0.336
H36 0.67525 -3.41784 4.29420  0.332
H37 -3.97035 -0.36046 6.97808  0.332
H38 -2.79199 0.62632 7.71332  0.317
C21 0.14548 0.16658 -0.91470  0.576
H39 -9.41083 -0.98919 -2.89502  0.311
C22 -4.78843 5.81556 -5.74083  -0.361
F9 0.62047 0.77866 -2.00521  -0.195
F10 -3.61125 3.78005 2.46667  -0.222
H40 -5.62277 5.42214 -6.32153  0.284
H41 7.20437 -0.58755 -5.73558  0.276
Cl6 -10.46318 -2.12460 -4.60840  -0.183
Cl7 -11.26730 -4.06229 -1.96064  -0.173
C23 -3.30687 5.02038 3.05703  0.584
H42 -2.02853 -8.17026 6.11242  0.287
F11 -3.78728 6.03485 2.28471  -0.189
H43 0.06326 -2.93981 6.29357  0.431
H44 -8.90527 -2.70612 -3.03808  0.298
H45 7.01022 -0.18916 1.07902  0.274
Cl8 -1.84655 -10.49441 6.16304  -0.170
C24 0.75237 -2.37811 3.97622  -0.870
F12 -3.87032 5.07273 4.27147  -0.206
H46 7.71279 3.48053 -7.69294  0.251
O14 6.25710 -0.97613 -7.46647  -0.361

---

| no. | total energy (a.u.) |
| --- | --- |
| 1 | -4947.62733 |
| 2 | -10356.38433 |